# 1
Molecular formula: C18H22N4O4S2
Method: DFT, ωB97M-V with the def2-TZVPD basis set

Calculated values
* SMILES string: O=C(CSc1nnc(-c2ccc(S(=O)(=O)N3CCCC3)cc2)o1)N1CCCC1
* E_HOMO: -8.55 eV
* LUMO level: -0.2 eV
* gap between HOMO and LUMO: 8.38 eV

Each line ends with the Löwdin charge.
Geometry (Å):
C  4.323  -0.605  -1.627  -0.200
H  0.492  3.390  -0.262  0.119
C  2.015  1.949  0.234  -0.036
H  6.141  1.610  -1.369  0.121
H  7.208  -0.273  -2.193  0.105
H  5.425  -2.159  -0.648  0.100
C  -1.696  1.925  0.007  -0.276
C  -2.272  -2.752  -1.016  -0.133
H  -2.731  -4.790  -0.474  0.116
C  -1.965  -3.622  1.175  -0.158
H  2.856  2.610  0.103  0.120
C  -0.340  1.485  0.228  -0.128
O  -2.745  1.082  0.235  0.057
H  -4.068  -3.129  1.463  0.129
H  -0.916  -0.509  0.761  0.100
C  -0.089  0.169  0.616  0.004
H  7.420  -0.901  -0.556  0.108
N  -3.169  -2.056  -0.103  -0.055
H  -4.553  -0.481  1.459  0.073
H  -1.371  -2.150  -1.181  0.124
N  -2.108  3.078  -0.423  0.105
S  -5.395  1.206  -0.033  1.038
H  3.392  -1.113  -1.378  0.115
H  -5.896  -1.053  0.440  0.095
C  0.717  2.379  0.037  0.010
C  5.988  0.750  -0.711  -0.183
C  -4.957  -0.499  0.449  -0.341
C  5.554  -1.507  -1.511  -0.165
C  -1.950  -4.052  -0.290  -0.157
C  2.250  0.639  0.613  -0.264
C  -3.123  -2.623  1.232  -0.155
H  1.450  -1.263  1.104  0.111
H  -0.994  -4.470  -0.595  0.113
O  4.579  0.967  1.800  -0.277
O  3.926  -1.310  1.132  -0.288
C  6.691  -0.509  -1.262  -0.149
C  -3.992  -1.103  -0.573  -0.549
N  -3.444  3.034  -0.508  0.050
S  3.942  0.102  0.853  0.682
C  -3.802  1.844  -0.124  -0.665
H  -2.951  -1.851  1.989  0.118
H  -1.027  -3.125  1.427  0.106
H  -2.111  -4.454  1.860  0.112
O  -3.973  -0.740  -1.730  0.054
H  4.243  -0.162  -2.624  0.129
H  5.712  -2.114  -2.401  0.109
N  4.562  0.459  -0.670  -0.236
H  -2.768  -2.891  -1.979  0.127
C  1.213  -0.253  0.806  -0.040
H  6.308  1.018  0.295  0.106

=====

# 2
Molecular formula: C3H8N4
Method: DFT, ωB97M-V with the def2-TZVPD basis set

Calculated values
* E_HOMO: -7.69 eV
* LUMO level: 0.4 eV
* gap between HOMO and LUMO: 8.11 eV

Each line ends with the Löwdin charge.
Geometry (Å):
H  1.933  -1.497  -0.581  0.062
N  0.659  -0.229  -0.038  -0.126
H  -0.919  -2.272  0.351  0.089
N  -1.804  0.524  -0.389  -0.080
H  2.759  -0.360  0.403  0.097
H  -0.554  -0.989  1.222  0.039
N  -1.566  -0.737  -0.437  -0.077
C  2.044  -0.414  -0.470  -0.133
C  0.343  1.025  0.363  -0.198
H  -1.347  2.406  0.505  0.105
N  -1.335  -1.424  0.749  0.022
C  -0.950  1.455  0.113  -0.120
H  2.294  -0.022  -1.400  0.047
H  1.114  1.744  0.536  0.098
H  -2.672  0.788  -0.928  0.173

=====

# 3
Molecular formula: C27H32AlClN3O5S
Method: DFT, ωB97M-V with the def2-TZVPD basis set

Calculated values
* total charge: -1
* E_HOMO: -1.35 eV
* LUMO level: 2.6 eV
* gap between HOMO and LUMO: 4.00 eV

Each line ends with the Löwdin charge.
Geometry (Å):
C  1.103  1.892  0.870  -0.043
C  -1.171  1.115  -4.401  -0.258
C  -2.073  -2.670  -2.568  -0.069
H  2.744  2.669  -1.205  0.090
C  -0.035  -2.458  1.533  -0.047
C  -2.081  -0.195  -2.579  -0.164
C  0.504  -2.501  0.117  -0.515
H  1.795  -0.779  0.372  0.055
H  -0.031  -1.427  1.914  0.044
H  -0.051  -0.020  -5.847  0.078
C  1.368  0.042  5.503  -0.227
H  -1.058  -2.857  1.557  0.092
O  -0.813  3.808  -1.484  0.044
H  2.787  -0.672  6.947  0.114
C  1.824  -0.186  6.799  -0.045
C  -0.426  -2.587  -5.019  -0.055
C  -0.228  0.857  7.607  -0.087
H  0.236  2.001  1.532  0.065
H  -2.601  3.128  -3.133  0.126
C  1.851  -1.815  0.024  -0.012
H  2.214  -1.850  -1.012  0.094
N  -0.490  -1.876  -0.814  0.127
H  -0.028  2.961  -4.326  0.070
C  1.009  0.232  7.862  -0.087
C  -1.755  -1.392  -3.260  -0.239
O  2.284  -1.823  3.884  -0.336
C  -0.758  2.443  -4.970  -0.053
H  0.247  -3.107  -4.321  0.078
C  0.594  -3.932  -0.393  -0.048
C  -1.938  1.047  -3.239  -0.235
H  2.163  1.013  -1.524  0.082
H  -0.854  1.168  8.444  0.095
H  1.337  0.072  8.889  0.094
C  -0.652  1.085  6.295  -0.009
H  2.562  -2.349  0.671  0.103
H  -0.008  4.158  0.405  0.140
H  0.372  -4.694  0.362  0.133
Cl  -2.593  -0.067  0.952  0.405
O  -0.440  -4.033  -1.430  0.044
C  -0.685  -0.075  -4.962  -0.069
H  -1.217  -3.295  -5.300  0.076
C  0.744  2.318  -0.525  -0.518
H  0.150  -2.345  -5.918  0.068
H  -2.731  -0.259  -1.491  0.068
C  -2.383  2.264  -2.497  -0.062
H  0.615  -3.058  2.183  0.088
H  1.582  2.381  -2.525  0.085
Al  -1.373  -0.120  -0.769  -0.122
C  0.339  3.787  -0.571  -0.044
H  -2.102  -3.543  -3.227  0.124
H  1.930  2.517  1.243  0.111
N  -0.501  1.636  -0.996  0.127
C  1.875  2.071  -1.510  -0.012
N  0.948  0.198  3.094  -0.104
H  -1.594  1.574  6.056  0.116
O  3.387  0.396  3.848  -0.323
H  1.550  -4.172  -0.875  0.130
C  -1.226  2.565  -1.613  -0.321
H  1.089  4.471  -0.981  0.132
C  0.167  0.663  5.241  -0.137
O  -0.907  1.588  3.273  -0.027
C  -0.022  0.876  3.780  -0.510
C  -0.991  -2.846  -1.568  -0.309
S  2.181  -0.381  3.988  0.613
H  -1.614  3.115  -5.101  0.075
H  -3.246  2.063  -1.842  0.125
C  -0.992  -1.328  -4.422  -0.259
H  -0.280  2.293  -5.944  0.069
H  1.417  0.849  0.925  0.040
H  -3.020  -2.603  -2.008  0.127

=====

# 4
Molecular formula: C23H36N2O6P
Method: DFT, ωB97M-V with the def2-TZVPD basis set

Calculated values
* total charge: +1
* E_HOMO: -11.60 eV
* LUMO level: -7.5 eV
* gap between HOMO and LUMO: 4.14 eV

Each line ends with the Löwdin charge.
Geometry (Å):
H  -0.527  -4.763  -4.139  0.076
C  -1.368  3.191  2.407  -0.441
C  -0.305  -0.357  -3.690  -0.282
H  0.408  1.938  2.143  0.104
H  -3.146  2.849  -1.428  0.093
H  -4.906  4.628  1.392  0.147
C  -3.845  3.036  -0.609  -0.015
H  0.137  2.463  3.803  0.105
P  2.066  -1.288  -3.764  0.593
H  3.500  -3.053  -2.047  0.114
C  2.994  -4.201  2.249  -0.047
C  -3.569  4.333  3.052  -0.154
H  1.032  -1.498  -1.518  0.068
C  1.194  -3.590  0.098  -0.023
C  2.578  -3.127  -0.036  -0.111
C  1.634  -4.683  2.341  -0.004
H  -4.732  2.960  1.892  0.138
C  -2.449  3.393  3.489  -0.101
H  -1.088  5.379  2.151  0.070
H  0.811  -5.932  -3.966  0.083
H  -0.841  1.177  3.140  0.092
H  -4.347  2.098  -0.364  0.093
H  -2.891  2.426  3.758  0.139
O  4.122  -4.918  4.318  0.142
H  -4.622  3.703  -0.983  0.106
C  -0.362  2.127  2.895  -0.014
H  -0.346  -1.367  -3.202  0.084
C  -3.128  3.664  0.604  -0.432
H  0.071  4.627  3.199  0.104
H  2.375  -4.242  -3.451  0.124
H  -1.049  -0.405  -4.532  0.131
C  -0.506  4.470  2.288  -0.017
O  3.392  -0.949  -4.334  -0.268
C  4.957  -3.099  1.322  -0.363
C  0.553  -4.936  -4.416  -0.061
H  -1.989  3.778  4.401  0.146
N  -1.968  2.841  1.078  0.095
H  -3.201  5.359  2.981  0.114
C  3.127  -2.339  -1.268  -0.148
H  -2.623  5.812  0.828  0.080
O  5.744  -2.525  0.636  0.138
H  -3.236  5.399  -0.744  0.098
C  -0.770  0.673  -2.564  -0.085
H  0.785  -3.606  -2.709  0.085
H  -0.341  -4.705  1.263  0.106
H  0.429  -3.374  -0.675  0.082
C  2.074  -1.346  -1.906  -0.210
H  4.018  -1.743  -0.941  0.118
H  -1.603  4.947  -0.332  0.100
C  1.360  -3.795  -3.650  -0.287
O  1.436  -2.637  -4.503  -0.213
O  -2.323  1.664  1.117  0.213
H  2.365  -0.311  -1.569  0.113
H  -4.351  4.345  3.816  0.135
C  -2.614  5.029  0.071  -0.011
N  5.246  -3.669  2.627  0.140
H  5.984  -4.367  2.473  0.163
H  0.205  4.392  1.463  0.104
C  3.462  -3.446  1.076  -0.008
H  -1.558  1.354  -2.964  0.062
H  0.097  1.186  -2.085  0.073
C  4.163  -4.353  3.270  -0.386
H  -1.263  0.065  -1.749  0.069
O  1.026  -0.026  -4.175  -0.218
C  0.722  -4.367  1.258  -0.045
C  -4.173  3.888  1.720  -0.101
H  1.274  -5.281  3.210  0.122
H  0.696  -4.895  -5.518  0.085

=====

# 5
Molecular formula: NO3Rb3
Method: DFT, ωB97M-V with the def2-TZVPD basis set

Calculated values
* total charge: +2
* E_HOMO: -10.47 eV
* LUMO level: -6.8 eV
* gap between HOMO and LUMO: 3.67 eV

Each line ends with the Löwdin charge.
Geometry (Å):
Rb  3.183  1.844  4.048  0.981
O  -0.805  1.785  -0.826  -0.004
Rb  -2.180  -3.956  -3.579  0.986
Rb  2.952  -2.642  -0.807  0.975
O  -1.142  0.025  -0.083  -0.097
N  -1.069  1.200  0.112  -0.828
O  -0.939  1.744  1.135  -0.014

=====

# 6
Molecular formula: CHI3S
Method: DFT, ωB97M-V with the def2-TZVPD basis set

Calculated values
* E_HOMO (spin up / spin down): -8.50 / -8.50 eV
* LUMO level (spin up / spin down): -2.6 / -2.6 eV
* gap between HOMO and LUMO (spin up / spin down): 5.86 / 5.86 eV

Each line ends with the Löwdin charge.
Geometry (Å):
S  -0.338  0.254  1.309  0.250
I  -2.618  -1.398  -1.633  0.746
I  -3.345  1.991  -0.777  0.680
C  -2.846  0.002  -0.152  -1.992
I  -3.880  -0.628  1.540  0.689
H  -0.759  1.447  1.032  -0.374

=====

# 7
Molecular formula: C21H20AsN12SV
Method: DFT, ωB97M-V with the def2-TZVPD basis set

Calculated values
* E_HOMO (spin up / spin down): -8.37 / -8.35 eV
* LUMO level (spin up / spin down): -1.5 / -1.6 eV
* 2S+1: 3
* gap between HOMO and LUMO (spin up / spin down): 6.84 / 6.75 eV

Each line ends with the Löwdin charge.
Geometry (Å):
C  -0.299  -1.894  -2.091  -0.149
H  5.400  -3.365  2.721  0.124
C  0.601  3.462  -1.862  -0.473
C  2.162  0.242  2.584  -0.010
N  -2.331  4.189  0.225  0.111
N  2.111  2.006  -2.320  -0.018
C  4.327  -3.436  2.608  -0.010
C  3.632  -2.487  1.876  -0.008
N  0.896  2.173  -1.706  -0.145
C  2.251  -2.588  1.725  -0.181
H  0.872  2.874  1.138  0.107
N  0.896  0.810  0.741  -0.021
H  2.702  -0.353  3.306  0.115
H  0.501  -3.739  2.183  0.128
H  1.737  -5.427  3.510  0.123
H  4.161  -1.666  1.406  0.133
C  4.362  -5.474  3.990  -0.172
N  -2.880  3.314  1.037  0.086
C  1.574  -3.656  2.306  -0.013
C  -3.961  3.198  -3.103  -0.391
H  -0.907  -1.489  -2.878  0.039
C  1.515  -0.250  1.417  -0.237
H  -4.476  0.672  -4.422  0.020
C  0.186  -3.194  -1.981  -0.055
C  -2.615  0.975  1.624  0.025
H  -2.268  0.119  1.065  0.079
C  1.192  1.893  1.454  -0.135
N  0.089  -1.127  -1.028  -0.082
N  4.933  -6.252  4.616  0.158
N  -2.289  2.184  0.869  -0.210
As  -3.855  1.520  -2.117  0.756
H  2.313  2.314  3.334  0.102
H  -4.642  -0.612  -3.202  0.011
H  -0.665  5.053  -1.541  0.156
H  1.443  -4.094  -0.393  0.118
C  1.500  -1.555  0.956  -0.036
C  -1.374  3.508  -0.440  -0.437
N  2.471  3.155  -2.774  -0.056
V  -0.276  0.810  -1.024  0.646
H  -3.691  0.930  1.733  0.092
H  -5.893  0.645  -3.331  0.020
C  2.262  -4.602  3.048  -0.013
C  0.849  -1.975  -0.210  -0.245
H  -3.355  3.954  -2.602  -0.006
H  -3.600  3.053  -4.119  0.020
N  -0.558  4.067  -1.369  0.178
N  -1.320  2.239  -0.059  -0.032
H  -5.001  3.531  -3.116  0.023
H  0.025  -3.989  -2.695  0.103
S  -1.799  0.924  -2.773  0.194
H  -2.126  1.002  2.593  0.097
C  1.961  1.599  2.604  -0.051
N  1.535  4.106  -2.505  0.056
C  0.907  -3.246  -0.797  -0.005
C  3.640  -4.490  3.201  -0.223
C  -4.824  0.439  -3.415  -0.405

=====

# 8
Molecular formula: C5H6O4Tb
Method: DFT, ωB97M-V with the def2-TZVPD basis set

Calculated values
* total charge: +1
* E_HOMO (spin up / spin down): -12.25 / -11.01 eV
* LUMO level (spin up / spin down): -5.1 / -4.0 eV
* 2S+1: 7
* gap between HOMO and LUMO (spin up / spin down): 7.12 / 7.01 eV

Each line ends with the Löwdin charge.
Geometry (Å):
H  1.519  -3.533  -2.999  0.125
H  -0.878  5.340  1.607  0.104
C  -0.071  4.661  1.882  0.219
O  -1.172  2.786  0.899  -0.273
H  0.776  5.037  2.457  0.104
H  0.855  -5.875  -3.464  0.083
H  1.245  -1.668  -1.867  0.165
Tb  -0.258  0.743  0.840  1.760
C  0.679  -4.035  -2.515  -0.161
O  0.769  2.426  1.904  -0.273
C  -0.161  3.328  1.582  -0.651
O  -0.141  -1.443  -0.382  -0.136
H  -0.530  -5.739  -2.202  0.089
O  -0.001  -3.269  -1.567  0.061
C  0.299  -5.281  -2.741  0.087
C  0.394  -2.063  -1.289  -0.304

=====

Electronic energy / eV: -54843.267; -9196.109; -73182.766; -48979.657; -9579.492; -36186.645; -137343.810; -35898.796
Relative energy (zero: lowest compared OMol25 entry of this formula, charge and spin) / kcal/mol: 45.71; 127.39; 0.00; 67.70; 91.51; 73.43; 0.56; 0.00